# 1
Entry from OMol25: 4 unconnected molecules or ions with the total composition C30H70B2N3O26P5S2 (wB97M-V/def2-TZVPD).

Summary:
* structure (SMILES): CCCCO[C@@]1(C[C@H]2CO2)[C@](N)(P(O)(O)=S)[C@@](B(N)O)(B(O)O)OS(=O)(=O)[C@]1(N=C=O)P(=O)(O)O.CCOP(=O)(OCC)OCC.CCOP(=O)(OCC)OCC.CCOP(=O)(OCC)OCC
* highest occupied orbital energy: -8.978 eV
* HOMO-LUMO gap: 6.8 eV
* E: -159405.68867 eV

Cartesian coordinates (Å):
S -1.103 3.549 -2.593
S 1.929 2.981 -8.030
P 2.964 5.785 -6.944
P 2.048 -6.467 8.295
P -0.725 -0.643 5.704
P 0.716 3.354 -3.224
P -1.530 -1.850 -1.373
O 0.701 2.312 -8.639
O 1.999 -4.938 8.443
O 1.313 2.010 -2.288
O -2.666 -1.771 -0.162
O 2.713 7.488 -7.195
O 4.168 5.456 -7.893
O -0.721 4.192 -6.788
O -2.465 -1.228 -2.423
O -1.280 -1.087 7.200
O 3.577 -6.517 7.663
O -1.775 -3.410 -1.870
O 2.228 6.341 -10.189
O -0.064 0.734 6.486
O 2.908 3.072 -9.207
O 1.167 -6.468 6.887
O 4.891 1.990 -5.275
O 0.207 8.334 -5.901
O 2.606 -0.022 -3.999
O -1.307 -1.877 4.993
O 1.793 -0.293 -6.309
O 2.043 -8.181 8.216
O 1.565 4.682 -2.575
O 2.732 2.213 -6.867
O -0.443 -2.496 -0.211
O -1.988 0.330 5.239
O 3.672 5.748 -5.384
N 3.942 3.161 -3.331
N -0.008 1.864 -5.328
N 0.706 5.242 -8.466
C -0.832 -3.070 1.036
C -4.977 -1.370 -0.701
C 2.300 2.286 -5.482
C -1.071 -3.847 -3.027
C -0.795 1.909 6.826
C 0.938 3.056 -5.121
C -4.384 5.066 -5.946
C 4.666 -6.384 8.570
C 1.418 5.765 -9.410
C 0.404 -4.053 -2.736
C 0.460 4.341 -6.046
C 1.516 4.688 -7.298
C -3.689 -0.780 -0.159
C 4.850 -7.638 9.405
C -0.537 -2.070 7.913
C -0.406 6.962 -6.094
C -2.033 3.965 -6.459
C -2.706 0.093 4.034
C 0.849 -4.417 5.666
C 1.763 -8.942 7.044
C -3.995 -0.649 4.337
C 0.334 5.676 -5.191
C 0.767 -1.505 8.444
C -2.890 4.711 -5.337
C -5.101 6.066 -4.905
C -1.646 -4.344 0.913
C -1.197 8.104 -5.097
C 2.779 -8.780 5.929
C 0.226 -5.442 6.595
C -1.879 1.697 7.866
B 2.198 0.619 -5.222
B 3.662 2.549 -4.646
H -0.947 6.690 -7.148
H -4.526 -0.902 3.416
H 5.525 2.745 -5.300
H 1.443 -1.248 7.623
H 2.566 -9.482 5.118
H -2.309 2.657 8.164
H 1.775 -9.991 7.360
H -0.625 -5.910 6.091
H 0.745 -8.750 6.697
H -5.331 -2.175 -0.051
H 0.893 -3.101 -2.507
H -5.757 -0.608 -0.774
H -0.352 -2.934 7.273
H 2.601 -0.359 -6.877
H 3.823 2.441 -2.594
H -1.260 9.229 -5.227
H -1.801 -4.790 1.899
H -4.966 4.059 -5.918
H 1.909 -0.718 -3.838
H -0.163 -4.984 7.508
H 3.792 -8.962 6.295
H 5.757 -7.570 10.011
H -2.630 -4.160 0.477
H -4.834 -1.815 -1.692
H -2.949 1.067 3.599
H -1.139 -5.071 0.273
H -1.158 -2.403 8.748
H -0.459 5.664 -4.337
H 4.000 -7.787 10.077
H -4.649 -0.036 4.964
H 3.393 7.992 -6.671
H -2.693 1.076 7.488
H -1.184 2.391 5.926
H 0.590 -0.589 9.014
H -2.519 5.705 -4.926
H -0.897 1.981 -4.834
H 2.763 -7.774 5.505
H -1.477 1.202 8.753
H -1.333 -2.327 1.661
H 1.784 -4.015 6.072
H -6.238 6.144 -5.088
H -1.209 -3.129 -3.841
H 5.564 -6.206 7.975
H 1.270 -2.231 9.087
H 4.915 -8.523 8.767
H -3.138 3.946 -4.493
H -2.658 4.136 -7.442
H 4.514 -5.510 9.211
H 0.562 1.355 -2.300
H 0.541 -4.702 -1.867
H -3.846 -0.471 0.879
H -1.518 -4.793 -3.342
H -0.249 1.748 -6.325
H 1.103 -4.876 4.707
H -2.130 7.937 -5.807
H 0.164 -3.584 5.486
H -4.307 5.477 -7.028
H -0.061 2.606 7.242
H -4.563 7.090 -4.912
H -4.947 5.630 -3.839
H 0.994 5.483 -2.497
H 0.910 -4.499 -3.596
H 4.940 3.451 -3.240
H 1.269 6.112 -4.706
H 0.099 -3.316 1.557
H -2.238 2.822 -6.285
H -3.811 -1.572 4.896
H -3.384 0.114 -0.710
H 4.630 5.503 -5.464
H -2.092 -0.435 3.300

---

# 2
Entry from OMol25: 6 unconnected molecules or ions with the total composition C30H70FO12P2S5 (wB97M-V/def2-TZVPD).

Summary:
* highest occupied orbital energy: -3.973 eV
* charge: -1
* HOMO-LUMO gap: 5.8 eV
* E: -132281.67720 eV

Cartesian coordinates (Å):
S 3.985 -2.254 -2.171
S -3.487 0.130 7.008
S 9.293 -2.018 -3.810
S 3.928 -3.856 2.388
S 5.595 2.988 -2.357
P -1.460 -1.112 -0.193
P -2.154 3.810 -1.223
F -3.046 1.616 3.548
O -2.569 -0.603 7.919
O 2.927 -1.686 -1.290
O -1.194 -0.933 -1.917
O -2.761 3.346 -2.465
O -2.979 -5.066 -3.395
O 5.130 -3.254 1.751
O -3.182 -1.456 -0.507
O 6.567 2.303 -1.466
O -1.727 5.375 -1.283
O 7.939 -2.524 -3.474
O -3.163 3.680 0.027
O -4.569 -1.284 -2.379
C -0.723 1.805 0.170
C 4.049 3.132 -1.450
C 0.498 -1.067 -0.097
C -3.265 7.256 -0.817
C -0.607 2.899 -0.944
C -1.772 -0.232 2.649
C -3.143 0.363 2.928
C -3.464 -3.468 -1.758
C 4.249 -3.933 4.156
C -2.967 1.849 6.986
C -3.481 -1.934 -1.762
C -2.728 6.222 -1.835
C 5.371 -1.118 -2.134
C -4.404 2.999 -0.253
C -5.461 3.925 -0.820
C 1.093 -1.108 1.246
C 9.441 -2.053 -5.603
C 4.004 -5.632 2.105
C -7.678 -0.637 -0.343
C 1.756 -0.119 1.878
C 5.991 4.744 -2.330
C -5.020 0.403 7.912
C -5.827 -1.612 -1.831
C -6.171 -0.864 -0.535
C 10.453 -3.358 -3.500
C -1.814 -1.415 1.674
C 4.784 -3.564 -1.240
C -1.793 0.768 -0.193
C -2.251 -1.453 -2.657
C -3.612 -4.110 -3.114
H -3.314 8.227 -1.303
H 3.205 -6.122 2.663
H -2.689 -0.552 -3.131
H -5.678 1.042 7.323
H -2.648 7.289 0.079
H 5.226 5.297 -2.875
H -5.562 4.821 -0.207
H 4.976 -6.016 2.419
H -2.859 -1.750 1.664
H -3.624 -0.292 3.659
H -1.499 -0.664 3.625
H -4.770 2.656 0.719
H 9.173 -3.041 -5.977
H 4.236 3.587 -0.476
H 8.760 -1.310 -6.013
H 5.206 -4.425 4.337
H -2.563 -3.832 -1.281
H 3.347 3.738 -2.024
H -7.989 0.299 -0.806
H 4.284 -2.913 4.536
H -3.583 5.681 -2.236
H 2.587 0.407 1.417
H -2.311 6.786 -2.670
H 3.640 2.132 -1.314
H 11.444 -3.068 -3.851
H -3.690 2.439 6.423
H 10.119 -4.261 -4.011
H -5.834 -1.491 0.295
H 0.782 -1.976 -0.617
H -2.123 0.969 -1.211
H 0.102 3.639 -0.541
H -5.291 4.169 -1.866
H 5.648 -3.937 -1.792
H 6.048 5.093 -1.298
H 10.484 -3.535 -2.427
H -1.061 2.373 1.044
H -3.788 0.372 2.047
H 4.064 -4.372 -1.107
H 3.867 -5.811 1.041
H 5.090 -3.185 -0.265
H 10.464 -1.804 -5.887
H -0.186 2.519 -1.871
H -4.270 2.096 -0.842
H -5.594 0.054 -0.439
H 6.955 4.883 -2.816
H -8.220 -1.503 -0.731
H -4.342 -3.722 -3.855
H -5.980 -2.683 -1.658
H 1.450 0.116 2.896
H 3.443 -4.477 4.647
H -6.571 -1.322 -2.583
H -4.267 6.967 -0.501
H -1.998 1.902 6.494
H -4.803 0.867 8.875
H 0.297 1.500 0.383
H 5.060 -0.198 -2.628
H -6.425 3.408 -0.782
H -1.281 -2.290 2.040
H -7.918 -0.573 0.719
H 1.020 -2.050 1.796
H -1.995 -2.069 -3.531
H -2.883 2.221 8.008
H 6.220 -1.553 -2.665
H -2.699 0.958 0.388
H 5.643 -0.900 -1.100
H -1.270 -2.548 -0.242
H -1.002 0.523 2.492
H -4.313 -3.824 -1.150
H -5.496 -0.563 8.070
H 0.913 -0.268 -0.713

---

# 3
Entry from OMol25: a molecular structure, C30H70MnN8O10 (wB97M-V/def2-TZVPD).

Summary:
* highest occupied orbital energy (spin up / spin down): -6.920 / -6.887 eV
* relative energy (zero: lowest compared OMol25 entry of this formula, charge and spin): 270.91 kJ/mol
* HOMO-LUMO gap (spin up / spin down): 7.1 / 7.0 eV
* E: -95956.35239 eV
* 2S+1: 6

Cartesian coordinates (Å):
Mn 2.834 1.944 2.263
O 2.847 -4.368 -2.315
O -3.462 -1.341 -0.989
O 1.982 3.854 1.798
O -6.652 1.600 -0.747
O 3.808 -0.160 2.153
O 1.543 1.469 3.879
O -1.969 3.854 -5.967
O 4.354 2.187 0.815
O -2.027 -5.566 0.585
O 1.575 1.372 0.457
N -1.824 2.268 -4.473
N -5.472 -2.338 -0.469
N -0.708 -4.154 1.748
N 1.127 5.224 0.455
N 5.014 2.906 -1.271
N -4.999 1.757 0.837
N 5.154 -1.858 1.343
N 0.578 -4.524 -2.621
C 2.002 4.956 1.333
C -1.374 1.817 -3.099
C 1.746 -3.840 -2.234
C 1.160 -0.119 -1.495
C -4.186 -2.056 -0.310
C -0.226 4.582 0.347
C -0.278 0.047 4.356
C 0.473 -4.221 0.966
C 0.970 0.676 4.902
C 0.773 1.411 6.255
C -2.136 1.193 -5.506
C 1.231 6.421 -0.377
C 4.872 1.958 -0.332
C -5.525 1.462 -0.315
C 4.004 -1.121 1.368
C 5.369 -2.714 0.085
C 4.495 4.250 -1.130
C -3.593 1.454 1.054
C 5.478 2.617 -2.568
C 0.163 -0.683 0.689
C -5.606 2.527 1.872
C -1.884 -4.770 1.521
C -0.689 -3.147 2.810
C 0.653 -5.918 -3.069
C 6.228 -1.694 2.346
C 0.686 0.510 -0.130
C -1.744 3.544 -4.806
C -0.821 -4.058 -2.459
C -6.218 -2.989 0.527
C -6.185 -2.035 -1.643
H -6.437 3.059 1.408
H 3.360 -1.354 0.506
H 0.648 0.642 7.017
H 0.387 -0.420 -2.202
H -0.767 0.843 3.795
H 0.817 -1.511 0.963
H -0.764 -0.990 0.205
H 3.637 4.288 -0.458
H -4.770 0.992 -0.964
H -2.156 1.160 -2.719
H -5.914 1.849 2.668
H -5.482 -1.444 -2.230
H -2.743 -4.632 2.197
H 5.196 4.940 -0.661
H 0.830 6.287 -1.381
H -3.138 0.650 0.475
H -0.396 4.171 1.342
H -0.156 3.681 -0.264
H -6.458 -3.044 -1.951
H -1.530 -4.699 -1.935
H 0.173 -2.480 2.789
H -6.818 -2.310 1.133
H 2.705 5.774 1.553
H 1.771 -1.014 -1.382
H -0.093 1.199 -0.455
H -0.257 -0.928 3.869
H -0.008 2.164 6.146
H -3.824 -2.601 0.574
H 1.410 -4.508 1.442
H -3.002 2.355 1.213
H 0.413 -6.508 -2.184
H -1.008 -0.077 5.156
H -0.740 -3.750 3.717
H 2.150 7.006 -0.356
H 6.993 -0.970 2.066
H -0.130 -6.154 -3.789
H 0.812 -3.294 0.503
H -1.658 -2.649 2.784
H -6.910 -3.688 0.058
H 5.670 -3.754 0.213
H -5.640 -3.559 1.254
H 6.667 -2.657 2.607
H -0.854 -3.049 -2.048
H -2.790 1.710 -6.208
H -4.874 3.320 2.025
H -3.614 0.933 2.011
H 1.507 -2.823 -1.888
H 0.371 -4.819 0.061
H -0.938 5.203 -0.197
H 1.613 -6.296 -3.420
H 6.305 -2.271 -0.256
H 4.710 2.276 -3.262
H -7.115 -1.500 -1.452
H -1.574 4.162 -3.910
H 1.849 0.521 -2.047
H 6.242 1.855 -2.413
H -0.394 -0.299 1.544
H -1.223 -3.956 -3.467
H 5.322 1.005 -0.649
H -1.234 2.599 -2.353
H 6.095 3.273 -3.183
H 5.857 -1.290 3.288
H 1.714 1.843 6.593
H 4.161 4.757 -2.034
H 1.616 -0.191 5.039
H -2.507 0.293 -5.016
H -1.207 0.921 -6.007
H -0.476 1.256 -3.358
H 0.486 7.058 0.102
H 4.574 -2.735 -0.660

---

# 4
Entry from OMol25: 10 unconnected molecules or ions with the total composition C30H70N10O10 (wB97M-V/def2-TZVPD).

Summary:
* structure (SMILES): CN(C)C=O.CN(C)C=O.CN(C)C=O.CN(C)C=O.CN(C)C=O.CN(C)C=O.CN(C)C=O.CN(C)C=O.CN(C)C=O.CN(C)C=O
* highest occupied orbital energy: -9.270 eV
* relative energy (zero: lowest compared OMol25 entry of this formula, charge and spin): 1086.24 kJ/mol
* HOMO-LUMO gap: 9.3 eV
* E: -67616.44292 eV

Cartesian coordinates (Å):
O 11.740 5.489 -0.957
O 2.201 0.418 -1.154
O 3.899 8.021 6.671
O -9.438 0.638 6.904
O -7.091 -6.654 3.788
O -7.042 -1.939 -3.893
O -2.907 4.978 -3.215
O 7.596 -5.310 -2.253
O 4.025 -2.115 8.827
O 0.269 -5.372 -3.917
N 8.266 -3.667 -3.657
N -8.033 1.039 5.248
N -6.706 -7.856 1.947
N 0.427 -0.066 0.179
N -8.536 -1.878 -5.614
N -2.942 5.145 -5.470
N 3.536 0.169 8.517
N 10.443 3.854 0.086
N 3.433 6.694 4.805
N 0.288 -3.485 -5.256
C 0.706 -1.471 0.438
C -7.200 -8.935 1.026
C -0.480 -2.241 -5.668
C 3.409 -1.152 8.349
C -0.235 -4.381 -4.402
C -7.532 2.319 5.781
C 10.738 4.724 -0.891
C 3.103 7.570 5.770
C 1.105 0.696 -0.666
C -0.848 0.340 0.716
C 9.185 -4.482 -4.428
C 2.505 1.109 8.000
C -2.692 5.623 -4.247
C -7.960 -1.452 -4.498
C -8.216 -3.189 -6.261
C -5.834 -6.806 1.311
C 7.584 -4.121 -2.610
C 9.167 3.051 0.101
C -9.799 -1.330 -6.151
C 4.537 0.779 9.286
C -7.462 0.461 4.017
C 1.677 -3.568 -5.662
C 2.552 6.451 3.626
C -2.376 5.866 -6.682
C -3.756 3.969 -5.678
C -8.954 0.290 5.821
C 8.047 -2.331 -4.189
C -7.265 -7.714 3.177
C 4.764 6.126 4.601
C 11.257 3.815 1.319
H -9.909 -0.272 -6.391
H -0.948 1.425 0.720
H 1.523 6.802 3.695
H -10.656 -1.687 -5.579
H 2.500 5.373 3.473
H 2.165 -4.512 -5.418
H 9.337 2.081 0.567
H -8.459 -0.543 -4.126
H 7.114 -3.277 -2.081
H -1.266 -4.132 -4.110
H 8.448 3.550 0.751
H -3.186 6.391 -7.189
H -6.097 -5.865 1.795
H 11.498 2.777 1.548
H 2.859 2.128 7.848
H 5.186 1.317 8.595
H 2.679 -1.312 7.541
H -1.739 6.702 -6.394
H 9.481 -4.141 -5.420
H 12.195 4.324 1.098
H 4.060 1.320 10.103
H -9.948 -1.770 -7.137
H -7.757 -8.637 3.521
H 2.033 7.808 5.668
H 2.290 0.726 7.002
H -9.134 -3.771 -6.351
H 2.304 -2.785 -5.235
H 7.277 -1.890 -3.557
H -2.221 6.618 -4.255
H 9.890 4.684 -1.592
H -3.036 3.194 -5.939
H -7.564 1.077 3.124
H 0.611 1.643 -0.934
H 10.078 -4.584 -3.811
H 8.727 -5.464 -4.547
H -0.275 -1.826 -6.655
H 2.854 6.873 2.668
H -8.006 2.748 6.664
H -5.967 -6.550 0.260
H 7.803 -2.266 -5.250
H -4.276 3.758 -4.744
H -7.963 -0.484 3.805
H 5.255 6.476 3.693
H -9.178 -0.615 5.235
H 5.535 6.244 5.363
H -0.693 0.058 1.758
H 5.112 0.113 9.929
H -7.676 3.096 5.030
H -6.482 2.306 6.071
H -8.035 -8.634 0.392
H -7.650 -9.758 1.581
H 10.735 4.167 2.208
H -0.062 -2.109 -0.001
H -1.665 -0.173 0.209
H -4.755 -6.875 1.453
H 8.596 3.025 -0.827
H -4.378 4.076 -6.567
H 1.688 -1.779 0.080
H -6.445 -9.362 0.366
H -7.647 -3.829 -5.587
H -1.548 -2.245 -5.452
H 1.799 -3.418 -6.734
H 4.639 5.045 4.528
H 0.695 -1.817 1.471
H -7.734 -3.088 -7.233
H -1.852 5.198 -7.365
H 1.652 1.185 8.675
H -6.443 0.155 4.253
H 8.930 -1.718 -4.007
H -0.048 -1.388 -5.144